# 1
Computed, not measured: a molecular structure, C42H36NO9PReS, with the ωB97M-V functional and the def2-TZVPD basis.

Geometry (Å):
Re1 1.070 0.021 1.005
O1 1.433 -4.407 0.711
C1 1.403 -3.106 0.898
O2 1.071 -2.307 0.046
C2 1.894 -2.700 2.257
C3 2.497 -3.548 3.173
C4 3.086 -2.987 4.296
C5 3.131 -1.605 4.445
C6 2.508 -0.826 3.488
N1 1.845 -1.388 2.466
C7 2.671 0.657 3.291
O3 3.235 1.420 4.172
O4 2.356 1.163 2.210
H1 1.146 -4.614 -0.193
H2 2.528 -4.612 2.987
H3 3.565 -3.621 5.029
H4 3.674 -1.174 5.276
H5 3.454 0.975 5.004
O5 4.799 0.001 1.059
C8 3.940 0.445 0.346
O6 2.803 -0.249 0.123
C9 3.986 1.749 -0.358
C10 5.237 2.344 -0.483
C11 5.377 3.547 -1.154
C12 4.257 4.163 -1.690
C13 3.003 3.586 -1.550
C14 2.843 2.372 -0.888
P1 1.143 1.664 -0.813
C15 0.085 3.122 -0.655
C16 0.429 4.080 0.301
C17 -0.401 5.162 0.529
C18 -1.588 5.292 -0.184
C19 -1.942 4.333 -1.121
C20 -1.107 3.247 -1.357
C21 0.921 1.029 -2.503
C22 0.692 1.889 -3.577
C23 0.597 1.391 -4.865
C24 0.743 0.030 -5.100
C25 0.988 -0.831 -4.042
C26 1.079 -0.334 -2.749
H6 6.094 1.841 -0.056
H7 6.352 4.001 -1.257
H8 4.353 5.104 -2.216
H9 2.144 4.104 -1.954
H10 1.352 3.986 0.863
H11 -0.121 5.909 1.260
H12 -2.231 6.144 -0.014
H13 -2.861 4.437 -1.683
H14 -1.388 2.508 -2.099
H15 0.578 2.954 -3.414
H16 0.414 2.068 -5.689
H17 0.671 -0.355 -6.108
H18 1.122 -1.889 -4.223
H19 1.299 -1.013 -1.937
C27 -2.031 2.627 2.557
O7 -1.158 1.844 1.709
C28 -0.065 1.348 2.282
O8 0.168 1.486 3.460
H20 -2.400 2.018 3.379
H21 -2.841 2.950 1.910
H22 -1.488 3.483 2.948
O9 -0.720 -0.859 1.063
S1 -2.103 -0.580 0.367
C29 -3.146 -1.778 1.238
C30 -2.494 -3.097 1.516
C31 -1.733 -3.259 2.671
C32 -1.162 -4.487 2.965
C33 -1.342 -5.564 2.106
C34 -2.097 -5.410 0.953
C35 -2.672 -4.179 0.659
C36 -1.919 -1.344 -1.251
C37 -3.192 -1.146 -2.023
C38 -3.952 -2.238 -2.423
C39 -5.123 -2.046 -3.143
C40 -5.542 -0.763 -3.456
C41 -4.789 0.333 -3.054
C42 -3.617 0.143 -2.342
H23 -4.033 -1.856 0.603
H24 -3.427 -1.265 2.158
H25 -1.613 -2.428 3.356
H26 -0.604 -4.614 3.884
H27 -0.917 -6.529 2.349
H28 -2.268 -6.254 0.297
H29 -3.307 -4.078 -0.213
H30 -1.647 -2.390 -1.109
H31 -1.077 -0.815 -1.704
H32 -3.618 -3.244 -2.199
H33 -5.703 -2.901 -3.463
H34 -6.455 -0.614 -4.017
H35 -5.114 1.334 -3.303
H36 -3.025 1.000 -2.035

Atomic forces in eV per Å
0.032 -0.123 -0.402
0.027 0.007 0.069
-0.107 -0.253 -0.064
0.207 0.126 0.145
-0.002 0.247 0.072
-0.005 -0.036 -0.056
0.027 -0.038 0.048
-0.027 0.023 -0.039
-0.147 -0.046 -0.277
0.098 0.345 -0.012
-0.134 -0.036 0.172
0.069 -0.070 0.054
0.386 0.059 -0.047
0.001 -0.025 -0.007
0.004 0.003 0.016
0.003 -0.007 0.004
0.004 0.012 -0.016
-0.014 0.009 -0.021
0.031 0.045 -0.074
-0.079 -0.064 0.053
-0.207 -0.125 0.178
0.039 0.098 -0.059
-0.071 0.021 -0.023
-0.015 0.028 -0.013
0.053 0.008 0.004
-0.030 -0.023 0.022
0.064 -0.094 0.134
0.062 0.012 -0.038
0.041 -0.036 0.055
0.026 0.002 -0.014
-0.034 0.030 0.019
0.020 -0.010 0.002
0.015 -0.024 -0.015
-0.132 -0.002 0.028
-0.061 -0.091 0.080
-0.016 0.111 0.020
0.005 -0.041 -0.044
-0.017 0.025 0.002
0.000 0.005 -0.008
0.059 0.001 -0.001
0.000 -0.010 0.009
0.001 0.002 -0.008
0.002 0.004 0.001
-0.025 0.001 -0.010
-0.013 -0.004 -0.025
-0.006 0.008 -0.009
-0.007 0.004 0.006
-0.009 -0.002 -0.001
0.038 0.057 0.044
0.033 -0.028 -0.010
0.000 0.007 -0.006
0.005 -0.004 -0.004
0.001 -0.009 0.001
0.017 -0.017 0.053
0.026 -0.025 -0.052
-0.037 0.035 -0.135
-0.145 -0.288 0.229
0.043 -0.039 -0.007
0.005 0.009 0.017
0.005 0.004 0.015
-0.005 0.025 0.032
-0.003 0.176 -0.090
0.048 0.079 -0.046
-0.123 -0.005 -0.013
0.029 -0.001 -0.067
0.051 0.008 0.007
-0.014 0.003 0.011
-0.008 -0.016 -0.015
0.007 0.019 0.011
-0.034 -0.018 0.045
0.078 -0.065 0.017
-0.039 0.038 0.008
-0.017 0.004 -0.020
0.008 -0.020 0.006
-0.011 0.025 -0.001
-0.027 -0.006 -0.014
0.009 -0.017 0.017
0.007 -0.004 0.042
-0.024 0.025 -0.012
-0.009 0.005 0.007
-0.002 -0.008 0.006
0.003 -0.006 -0.002
0.004 0.000 0.001
0.014 0.003 0.016
-0.005 -0.009 0.004
-0.017 0.011 0.037
0.008 0.015 -0.020
-0.004 -0.002 -0.006
-0.005 0.002 -0.001
-0.004 0.002 -0.004
-0.023 -0.035 -0.009

Properties
Net charge ... +2
DFT total energy ... -86298.3091 eV
ΔE to the lowest compared entry with this formula, charge and spin ... 0.0456 eV
M ... 948.0 g/mol
2S+1 ... 2
<S²> ... 0.7562
E_HOMO (alpha / beta) ... -13.753 / -13.742 eV

---

# 2
Computed, not measured: 14 unconnected molecules or ions with the total composition C40H114N6O22 at a distorted geometry, with the ωB97M-V functional and the def2-TZVPD basis.

Geometry (Å):
C1 -3.762 -2.465 1.579
C2 -3.749 -2.479 0.061
O1 -4.903 -1.819 -0.355
O2 -3.450 -1.154 2.149
H1 -3.071 -3.141 2.081
H2 -4.775 -2.734 1.880
H3 -3.760 -3.487 -0.354
H4 -2.796 -2.081 -0.290
H5 -5.006 -1.036 0.191
H6 -2.515 -0.974 2.032
C3 7.099 -0.710 -2.223
C4 5.872 0.109 -2.450
O3 5.091 0.194 -1.266
O4 8.109 -0.489 -3.209
H7 6.779 -1.752 -2.194
H8 7.522 -0.464 -1.249
H9 5.195 -0.323 -3.187
H10 6.098 1.132 -2.751
H11 4.406 0.861 -1.354
H12 8.865 -1.049 -3.018
C5 5.001 -2.052 0.904
C6 5.400 -3.142 1.906
O5 4.658 -4.296 1.552
O6 3.896 -1.248 1.416
H13 4.578 -2.363 -0.051
H14 5.819 -1.375 0.656
H15 5.298 -2.850 2.951
H16 6.451 -3.399 1.771
H17 4.231 -4.163 0.702
H18 3.709 -0.620 0.715
C7 3.393 4.052 -1.938
C8 4.740 4.164 -2.600
O7 5.835 4.340 -1.732
O8 3.358 2.952 -1.025
H19 2.557 3.933 -2.628
H20 3.167 4.953 -1.368
H21 4.871 5.018 -3.264
H22 4.857 3.236 -3.159
H23 5.615 4.927 -1.005
H24 3.919 3.120 -0.264
C9 -0.277 4.010 -0.755
C10 0.304 4.062 0.717
O9 0.472 5.346 1.264
O10 -1.683 4.227 -0.679
H25 -0.075 3.118 -1.349
H26 0.103 4.818 -1.380
H27 1.332 3.702 0.760
H28 -0.188 3.436 1.461
H29 0.007 5.381 2.103
H30 -2.084 4.307 -1.548
C11 2.218 -1.492 -3.958
C12 2.468 -0.032 -4.418
O11 1.816 0.971 -3.708
O12 2.754 -1.705 -2.611
H31 2.693 -2.248 -4.584
H32 1.150 -1.695 -3.888
H33 1.985 0.004 -5.394
H34 3.538 0.091 -4.583
H35 1.769 1.757 -4.257
H36 2.354 -0.985 -2.117
C13 2.148 -2.646 4.146
C14 1.800 -2.748 5.625
O13 0.941 -3.847 5.790
O14 3.125 -1.615 3.983
H37 1.221 -2.320 3.676
H38 2.353 -3.629 3.721
H39 1.315 -1.844 5.993
H40 2.649 -2.811 6.305
H41 1.409 -4.675 5.660
H42 3.475 -1.725 3.095
C15 0.220 2.708 6.291
C16 -1.075 1.790 6.182
O15 -0.971 0.652 7.067
O16 0.334 3.707 5.292
H43 1.066 2.066 6.042
H44 0.355 3.073 7.309
H45 -1.074 1.435 5.151
H46 -1.880 2.459 6.486
H47 -1.852 0.296 7.204
H48 1.242 3.717 4.981
C17 -3.583 -0.769 -4.065
C18 -2.691 -1.765 -4.796
C19 -2.212 -2.882 -3.864
O17 -1.415 -3.668 -4.718
C20 -0.856 -4.785 -4.042
N1 -3.471 -2.289 -5.898
H49 -4.399 -1.326 -3.604
H50 -3.872 -0.001 -4.782
H51 -2.944 -0.308 -3.311
H52 -1.783 -1.227 -5.067
H53 -3.074 -3.483 -3.571
H54 -1.614 -2.466 -3.053
H55 -0.377 -5.450 -4.761
H56 -1.559 -5.452 -3.544
H57 -0.061 -4.504 -3.351
H58 -4.401 -2.433 -5.531
H59 -3.047 -3.177 -6.124
C21 -8.504 -0.116 1.059
C22 -7.351 -0.201 2.108
C23 -6.264 0.793 1.901
O18 -5.605 0.656 0.598
C24 -4.487 1.471 0.449
N2 -7.910 -0.227 3.455
H60 -8.131 0.006 0.042
H61 -9.151 0.757 1.140
H62 -9.191 -0.962 1.084
H63 -6.830 -1.143 1.938
H64 -5.546 0.664 2.710
H65 -6.646 1.808 2.014
H66 -4.799 2.464 0.125
H67 -4.064 1.072 -0.472
H68 -3.694 1.449 1.197
H69 -8.472 0.565 3.736
H70 -8.535 -1.013 3.559
C25 2.773 2.231 3.412
C26 3.667 3.385 3.730
C27 3.982 4.315 2.479
O19 4.463 3.667 1.349
C28 5.811 3.266 1.438
N3 3.212 4.142 4.859
H71 1.804 2.572 3.046
H72 2.609 1.543 4.241
H73 3.006 1.572 2.576
H74 4.652 2.997 3.991
H75 4.578 5.212 2.647
H76 3.020 4.762 2.226
H77 6.392 4.076 1.878
H78 6.233 3.166 0.438
H79 5.856 2.360 2.041
H80 3.102 3.470 5.605
H81 3.943 4.755 5.190
C29 -0.540 -0.174 -1.338
C30 0.491 0.325 -0.298
C31 0.533 -0.652 0.939
O20 -0.737 -0.782 1.655
C32 -1.006 0.362 2.469
N4 1.758 0.445 -0.883
H82 -0.188 -1.157 -1.650
H83 -0.479 0.435 -2.240
H84 -1.583 -0.343 -1.069
H85 0.309 1.299 0.155
H86 1.330 -0.264 1.573
H87 0.778 -1.685 0.692
H88 -1.204 1.235 1.848
H89 -0.117 0.613 3.047
H90 -1.791 0.220 3.211
H91 2.328 1.119 -0.392
H92 1.671 0.903 -1.780
C33 -0.506 -4.651 1.129
C34 -1.238 -5.469 0.076
C35 -0.455 -6.732 -0.252
O21 0.890 -6.434 -0.670
C36 1.866 -7.510 -0.395
N5 -2.591 -5.707 0.560
H93 -1.061 -3.753 1.400
H94 0.486 -4.355 0.787
H95 -0.350 -5.164 2.078
H96 -1.259 -4.701 -0.698
H97 -1.001 -7.412 -0.906
H98 -0.334 -7.331 0.650
H99 2.696 -7.263 -1.057
H100 1.517 -8.523 -0.594
H101 2.239 -7.377 0.621
H102 -3.267 -6.099 -0.080
H103 -2.477 -6.322 1.352
C37 -6.117 3.427 -3.580
C38 -4.714 3.811 -3.154
C39 -3.608 3.214 -3.977
O22 -2.260 3.549 -3.468
C40 -1.144 2.907 -4.258
N6 -4.650 5.269 -3.183
H104 -6.252 2.413 -3.203
H105 -6.331 3.529 -4.644
H106 -6.842 4.013 -3.015
H107 -4.546 3.529 -2.114
H108 -3.704 3.633 -4.979
H109 -3.758 2.135 -3.924
H110 -1.064 3.530 -5.149
H111 -1.530 1.927 -4.540
H112 -0.191 2.933 -3.729
H113 -3.689 5.556 -3.311
H114 -4.927 5.538 -4.116

Atomic forces in eV per Å
0.934 0.090 0.912
0.005 -0.547 0.851
0.153 -0.109 -1.135
-1.030 -0.270 -0.547
-0.054 -0.446 -0.458
0.042 0.221 0.221
-0.212 -0.173 0.344
0.214 0.682 -0.269
-0.338 0.723 0.118
-0.463 -0.720 -0.358
0.861 -0.564 0.482
-1.174 1.174 -0.744
0.050 -0.521 1.307
-0.902 0.254 -0.156
0.172 -0.280 -0.023
-0.183 0.102 0.275
0.445 -0.211 -0.470
0.461 0.004 -0.237
0.230 0.396 -0.410
-0.047 -0.072 0.082
-0.168 1.366 0.450
-0.098 0.023 -2.076
-0.489 -0.760 0.994
0.336 -0.150 0.135
0.679 -1.016 -0.135
0.154 -0.024 0.215
-0.507 -0.001 -0.038
0.228 0.249 -0.078
0.079 0.034 0.075
0.099 0.146 -0.056
-0.070 0.453 1.115
0.189 0.460 -0.687
0.343 -1.023 0.846
-0.592 -1.012 -0.966
0.240 -0.149 -0.268
-0.010 0.285 0.084
-1.044 -0.108 -0.608
0.547 -0.020 -0.060
-0.188 0.245 -0.018
0.206 0.549 0.629
-1.067 1.240 0.889
1.017 -0.495 -0.729
-0.568 0.701 -0.188
0.134 -0.373 1.066
0.322 -0.712 0.487
0.730 0.279 0.352
0.268 -0.702 -0.853
-0.803 -0.225 -0.444
-0.159 0.237 -0.018
0.221 -0.169 -0.475
0.058 0.874 1.895
-0.119 -2.293 -2.491
-0.229 0.553 1.809
-0.207 0.133 -1.067
0.017 0.432 -0.230
-0.199 -0.017 -0.405
0.363 -0.281 -0.539
0.097 0.464 0.432
0.037 0.006 -0.023
0.213 -0.114 0.505
-0.509 1.306 0.842
0.492 -0.208 0.103
-0.925 -0.120 0.367
-0.185 -0.931 0.148
-0.299 -0.042 -0.330
0.743 -0.014 0.023
-0.505 -0.051 -0.329
0.565 -0.299 -0.352
0.217 0.086 0.018
0.087 0.478 -0.238
0.502 -1.789 -0.511
1.605 0.885 0.662
0.388 1.020 -0.506
-1.584 0.225 0.122
0.102 -0.702 0.742
-0.223 0.250 0.000
-0.605 0.246 -0.117
-0.505 -0.359 -0.479
-0.075 0.028 0.008
0.157 0.427 0.029
1.164 -0.281 -0.014
-0.726 0.409 1.153
-0.212 0.473 -1.522
0.671 -1.099 0.588
0.624 -0.535 -0.602
0.841 0.154 -0.086
-0.273 0.483 0.077
-0.449 -0.109 0.174
-0.365 0.236 0.426
0.103 -0.065 -0.767
-0.088 0.058 0.711
-0.097 -0.152 0.484
0.018 0.307 -0.377
-0.524 0.431 0.266
-0.092 0.261 0.331
-0.237 -0.282 -0.240
-0.301 -0.283 -0.458
0.442 0.480 -0.564
-1.960 -0.891 -1.325
0.758 1.245 0.049
-1.292 -0.698 2.225
0.156 0.103 -2.020
0.699 -0.135 0.647
0.275 -0.448 -0.119
0.132 0.304 0.697
0.305 -0.240 0.130
-0.265 -0.427 0.164
0.335 -0.153 -0.094
-0.091 0.344 -0.285
0.138 0.483 0.718
0.558 -0.046 -0.125
-0.465 0.009 0.502
0.175 0.443 -0.453
0.168 -0.235 -0.101
-1.403 -0.573 -0.812
3.048 0.247 -1.625
-2.198 0.419 1.133
-0.156 -0.454 -0.961
0.471 0.254 0.256
-0.795 0.197 0.269
-0.470 0.458 0.491
0.068 0.169 0.242
1.140 0.120 -0.028
0.286 -0.578 -0.043
0.554 -0.230 0.789
-0.313 -0.121 -0.391
0.133 -0.043 0.439
-0.313 -0.518 -0.039
0.495 -0.070 -0.147
-0.073 -0.059 0.439
-0.007 0.334 -0.079
0.803 -0.005 -0.242
-1.479 -1.819 -1.284
-1.430 -0.855 2.329
2.198 0.989 -1.105
1.203 0.630 0.508
-1.065 1.712 0.876
0.112 -0.227 -0.023
-0.198 0.230 0.011
0.194 0.518 0.607
-0.456 0.536 0.553
-0.141 0.020 0.485
0.001 0.164 -0.688
-0.386 0.127 -0.260
0.252 -0.055 0.074
-0.207 -0.384 -0.498
0.988 -0.062 0.727
0.289 -0.586 -1.707
0.427 0.169 0.832
0.271 1.075 0.342
1.035 -0.311 0.417
-0.140 -1.152 -0.238
-0.433 1.853 -0.423
0.411 -0.026 0.373
-0.131 0.063 -0.261
0.041 -0.062 -0.151
-0.047 -0.374 0.063
-0.279 -0.676 -1.000
0.058 0.199 -0.726
-0.361 0.099 0.609
-0.030 -0.263 -0.060
-0.269 0.148 0.026
-0.221 -0.317 0.194
0.304 -0.182 -0.256
-0.539 -0.181 0.215
0.163 -0.913 0.902
0.431 1.516 0.496
0.906 -0.399 0.063
0.379 -0.804 -0.329
-2.826 1.385 0.108
0.474 0.692 -0.604
-0.374 -0.329 -0.613
0.187 -0.136 -0.004
0.164 0.255 -0.106
-0.149 -0.250 0.166
0.106 -0.375 -0.368
0.363 -0.231 -0.489
0.264 -0.199 -0.220
0.606 -0.258 0.075
-0.422 -0.133 0.409
0.718 0.044 0.892
-1.022 0.195 -0.338

Properties
Net charge ... +1
DFT total energy ... -97295.6570 eV
M ... 1031.4 g/mol
2S+1 ... 2
<S²> ... 0.7553
E_HOMO (alpha / beta) ... -10.587 / -10.587 eV

---

Which of these has the highest M?
C40H114N6O22

---

Which formula does entry 2 have?
C40H114N6O22

---

Among the records above, which one has the lowest net charge?
C40H114N6O22